[1]
{"formula": "C45H75Br54IN3S", "method": "ωB97M-V with the def2-TZVPD basis set", "elements": ["C", "C", "C", "C", "C", "C", "C", "C", "C", "C", "C", "C", "C", "C", "C", "C", "C", "C", "C", "C", "N", "C", "N", "C", "C", "C", "I", "N", "C", "C", "C", "S", "H", "H", "H", "H", "H", "H", "H", "H", "H", "H", "H", "H", "H", "H", "H", "H", "H", "H", "H", "H", "H", "H", "H", "H", "H", "H", "H", "H", "H", "H", "H", "H", "H", "H", "H", "H", "H", "H", "H", "H", "H", "H", "H", "H", "H", "H", "H", "H", "H", "H", "H", "H", "H", "H", "H", "H", "H", "C", "Br", "Br", "Br", "H", "C", "Br", "Br", "Br", "H", "C", "Br", "Br", "Br", "H", "C", "Br", "Br", "Br", "H", "C", "Br", "Br", "Br", "H", "C", "Br", "Br", "Br", "H", "C", "Br", "Br", "Br", "H", "C", "Br", "Br", "Br", "H", "C", "Br", "Br", "Br", "H", "C", "Br", "Br", "Br", "H", "C", "Br", "Br", "Br", "H", "C", "Br", "Br", "Br", "H", "C", "Br", "Br", "Br", "H", "C", "Br", "Br", "Br", "H", "C", "Br", "Br", "Br", "H", "C", "Br", "Br", "Br", "H", "C", "Br", "Br", "Br", "H", "C", "Br", "Br", "Br", "H"], "coordinates": [[5.734, 2.308, -4.018], [6.403, 1.408, -5.073], [6.136, -0.098, -4.847], [5.397, -0.824, -6.001], [3.902, -1.028, -5.720], [3.192, 0.295, -5.325], [1.696, 0.185, -5.690], [0.819, 1.089, -4.783], [-0.467, 1.670, -5.439], [-1.184, 0.690, -6.366], [-1.925, -0.312, -5.489], [-0.963, -1.401, -5.061], [-1.537, -2.714, -4.516], [-1.011, -2.834, -3.084], [0.377, -3.499, -3.065], [1.442, -2.413, -2.748], [2.141, -2.495, -1.391], [3.486, -1.751, -1.456], [3.295, -0.255, -1.850], [3.264, 0.554, -0.566], [2.566, 1.947, -0.639], [1.356, 1.749, -0.025], [1.196, 1.937, 1.317], [0.677, 3.203, 1.946], [1.066, 4.612, 1.431], [0.028, 5.205, 0.452], [0.818, 6.346, -1.200], [0.388, 1.289, -0.755], [-0.936, 0.878, -0.266], [-2.015, 1.938, -0.285], [-2.342, 2.530, -1.676], [-4.147, 2.523, -1.954], [4.865, 2.792, -4.436], [6.411, 3.099, -3.715], [5.429, 1.763, -3.131], [7.466, 1.602, -5.146], [5.971, 1.664, -6.036], [5.563, -0.242, -3.932], [7.097, -0.592, -4.775], [5.516, -0.275, -6.930], [5.843, -1.812, -6.078], [3.789, -1.723, -4.892], [3.407, -1.377, -6.618], [3.592, 1.147, -5.861], [3.270, 0.462, -4.264], [1.367, -0.837, -5.556], [1.557, 0.490, -6.721], [1.441, 1.918, -4.481], [0.573, 0.521, -3.887], [-1.162, 1.870, -4.629], [-0.260, 2.639, -5.883], [-0.533, 0.199, -7.077], [-1.936, 1.251, -6.915], [-2.332, 0.163, -4.596], [-2.786, -0.707, -6.023], [-0.390, -1.638, -5.951], [-0.342, -0.986, -4.280], [-2.617, -2.761, -4.541], [-1.149, -3.509, -5.139], [-0.968, -1.845, -2.632], [-1.719, -3.415, -2.498], [0.569, -3.932, -4.039], [0.396, -4.301, -2.333], [0.936, -1.456, -2.792], [2.234, -2.429, -3.493], [2.357, -3.544, -1.203], [1.523, -2.169, -0.555], [3.903, -1.746, -0.448], [4.209, -2.274, -2.069], [2.433, -0.108, -2.484], [4.164, 0.072, -2.405], [4.285, 0.744, -0.262], [2.761, -0.014, 0.214], [3.125, 2.531, -0.030], [2.049, 1.651, 1.776], [-0.404, 3.190, 2.028], [1.060, 3.147, 2.957], [2.083, 4.695, 1.064], [1.019, 5.261, 2.301], [-0.574, 4.442, -0.015], [-0.596, 5.907, 0.988], [0.577, 1.173, -1.743], [-1.263, 0.083, -0.930], [-0.826, 0.417, 0.706], [-1.822, 2.758, 0.395], [-2.912, 1.455, 0.082], [-2.062, 3.573, -1.710], [-1.848, 1.986, -2.473], [-4.527, 3.622, -1.284], [4.411, 7.186, -5.189], [3.434, 5.757, -4.313], [3.500, 8.878, -5.002], [6.225, 7.295, -4.575], [4.440, 6.958, -6.244], [0.571, 5.539, 5.783], [2.201, 4.606, 5.355], [-0.554, 5.731, 4.230], [-0.376, 4.710, 7.238], [0.846, 6.532, 6.105], [5.926, 9.868, -8.131], [7.354, 10.103, -6.862], [6.220, 10.894, -9.729], [5.629, 8.005, -8.542], [5.023, 10.242, -7.671], [-6.357, -3.316, -5.298], [-7.071, -4.428, -6.702], [-5.368, -4.350, -4.014], [-5.318, -1.859, -6.009], [-7.198, -2.884, -4.775], [1.485, 2.037, 9.655], [2.010, 3.342, 10.969], [2.967, 1.512, 8.544], [0.638, 0.521, 10.477], [0.755, 2.505, 9.011], [3.610, -0.037, 12.986], [4.162, 1.276, 14.281], [5.050, -0.526, 11.807], [2.829, -1.587, 13.834], [2.842, 0.419, 12.376], [2.603, 9.798, 0.375], [2.875, 8.517, 1.788], [1.268, 11.097, 0.850], [4.255, 10.639, -0.147], [2.231, 9.252, -0.481], [-4.339, 4.068, 3.954], [-3.253, 2.651, 4.676], [-3.591, 4.748, 2.309], [-6.166, 3.528, 3.721], [-4.326, 4.880, 4.667], [-8.690, -6.058, -1.670], [-8.150, -5.351, 0.036], [-9.239, -4.661, -2.882], [-7.316, -7.156, -2.447], [-9.551, -6.688, -1.498], [-1.329, 1.617, 14.384], [0.302, 0.675, 13.979], [-2.461, 1.783, 12.831], [-2.261, 0.812, 15.860], [-1.056, 2.617, 14.685], [-5.612, -9.661, 0.855], [-4.267, -10.232, -0.399], [-5.468, -7.782, 1.254], [-7.383, -10.128, 0.263], [-5.434, -10.193, 1.777], [-6.208, -5.089, -10.615], [-5.550, -6.867, -10.944], [-4.871, -3.755, -10.997], [-7.844, -4.746, -11.570], [-6.436, -5.023, -9.562], [-11.981, -9.122, -1.767], [-12.382, -7.539, -0.744], [-11.017, -8.697, -3.378], [-11.051, -10.433, -0.707], [-12.921, -9.560, -2.065], [4.560, -4.940, 11.184], [3.255, -3.662, 10.579], [6.335, -4.198, 11.233], [4.057, -5.684, 12.886], [4.573, -5.748, 10.467], [0.584, -7.085, 14.102], [-0.940, -7.395, 12.967], [0.643, -5.267, 14.734], [0.659, -8.346, 15.552], [1.466, -7.239, 13.498], [7.598, 9.786, -1.320], [8.554, 8.118, -1.186], [8.079, 11.003, 0.089], [7.811, 10.584, -3.058], [6.549, 9.559, -1.201], [-11.139, -1.520, -4.974], [-10.595, -0.829, -3.261], [-11.845, -0.141, -6.113], [-9.703, -2.483, -5.829], [-11.934, -2.228, -4.795], [-0.120, -12.622, 15.397], [-1.811, -11.774, 15.751], [0.558, -12.154, 13.656], [1.164, -12.245, 16.782], [-0.289, -13.688, 15.399]], "molar_mass_g_mol": 5131.90, "total_energy_ev": -3853569.4753, "e_homo_ev": -11.017, "fmax_ha_per_bohr": 0.03794, "total_charge": 1, "orbital_gap_ev": 8.25}

[2]
{"formula": "C2Br2N2", "method": "ωB97M-V with the def2-TZVPD basis set", "elements": ["C", "C", "N", "N", "Br", "Br"], "coordinates": [[0.720, -0.165, 0.096], [-1.584, -0.100, -0.140], [0.579, 1.090, 0.006], [0.949, -1.278, 0.244], [-3.362, -0.438, -0.062], [-1.057, 1.620, -0.040]], "molar_mass_g_mol": 211.84, "de_lowest_kj_mol": 590.24, "total_energy_ev": -145130.7722, "e_homo_ev": -8.827, "fmax_ha_per_bohr": 0.09341, "orbital_gap_ev": 6.60}

[3]
{"formula": "C52H53ClN4O8PSeSr", "method": "ωB97M-V with the def2-TZVPD basis set", "elements": ["Sr", "C", "C", "C", "C", "C", "N", "C", "C", "C", "N", "C", "C", "C", "C", "C", "C", "C", "C", "N", "C", "C", "C", "N", "C", "C", "C", "C", "O", "C", "O", "H", "H", "H", "H", "H", "H", "H", "H", "H", "H", "H", "H", "H", "H", "H", "H", "H", "H", "H", "H", "H", "H", "H", "H", "H", "H", "H", "H", "O", "C", "O", "C", "C", "C", "C", "C", "C", "P", "C", "C", "C", "C", "C", "C", "C", "C", "C", "C", "C", "C", "H", "H", "H", "H", "H", "H", "H", "H", "H", "H", "H", "H", "H", "H", "O", "Cl", "O", "O", "O", "C", "C", "C", "C", "C", "C", "Se", "C", "C", "C", "H", "H", "H", "H", "H", "H", "H", "H", "H", "H", "H"], "coordinates": [[-0.109, 0.196, -0.366], [2.168, -0.928, 6.738], [1.521, -1.000, 5.380], [1.287, -2.164, 4.737], [0.658, -2.211, 3.449], [0.360, -3.462, 2.917], [-0.262, -3.752, 1.806], [-0.383, -5.144, 1.351], [0.657, -5.546, 0.296], [2.060, -5.025, 0.586], [2.343, -3.704, -0.008], [3.357, -3.476, -0.775], [3.732, -2.229, -1.321], [4.888, -2.161, -2.143], [5.331, -0.986, -2.660], [6.545, -0.884, -3.544], [4.602, 0.189, -2.292], [3.494, 0.201, -1.513], [2.931, 1.530, -1.118], [1.960, 1.729, -0.330], [1.707, 3.133, 0.075], [2.446, 3.418, 1.377], [2.000, 2.501, 2.524], [0.534, 2.515, 2.574], [-0.109, 1.479, 2.939], [0.478, 0.220, 3.510], [1.069, 0.200, 4.726], [0.298, -1.012, 2.768], [-0.177, -0.979, 1.616], [2.970, -1.062, -1.022], [1.918, -1.146, -0.341], [2.490, -1.915, 7.073], [1.485, -0.531, 7.493], [3.047, -0.279, 6.730], [1.565, -3.104, 5.210], [0.662, -4.332, 3.499], [-0.628, -2.981, 1.239], [-1.388, -5.296, 0.968], [-0.269, -5.764, 2.240], [0.346, -5.180, -0.677], [0.687, -6.636, 0.235], [2.811, -5.712, 0.205], [2.230, -4.935, 1.660], [1.710, -2.898, 0.123], [3.988, -4.338, -0.987], [5.420, -3.084, -2.369], [6.876, -1.872, -3.864], [7.384, -0.402, -3.036], [6.331, -0.297, -4.442], [4.955, 1.150, -2.665], [3.475, 2.390, -1.525], [0.644, 3.283, 0.267], [2.021, 3.826, -0.710], [2.244, 4.458, 1.644], [3.526, 3.308, 1.227], [2.402, 2.888, 3.462], [2.406, 1.494, 2.394], [-1.199, 1.487, 2.853], [1.176, 1.148, 5.253], [-1.589, 4.029, -0.010], [-1.524, 3.249, -0.949], [-1.404, 1.967, -0.900], [-1.495, 3.802, -2.366], [-2.078, 5.048, -2.597], [-2.105, 5.595, -3.866], [-1.527, 4.907, -4.931], [-0.925, 3.683, -4.708], [-0.888, 3.114, -3.428], [-0.203, 1.392, -3.185], [-1.557, 0.581, -4.195], [-2.815, 0.501, -3.590], [-3.889, -0.067, -4.259], [-3.732, -0.567, -5.547], [-2.488, -0.490, -6.159], [-1.409, 0.079, -5.486], [1.275, 1.362, -4.315], [2.064, 2.511, -4.462], [3.335, 2.456, -5.030], [3.862, 1.240, -5.452], [3.108, 0.085, -5.284], [1.841, 0.144, -4.714], [-2.509, 5.563, -1.747], [-2.581, 6.554, -4.035], [-1.558, 5.320, -5.934], [-0.487, 3.149, -5.544], [-2.947, 0.864, -2.574], [-4.848, -0.131, -3.758], [-4.571, -1.017, -6.066], [-2.347, -0.878, -7.162], [-0.458, 0.137, -5.993], [1.680, 3.468, -4.129], [3.907, 3.370, -5.141], [4.850, 1.193, -5.896], [3.508, -0.879, -5.582], [1.296, -0.782, -4.545], [-0.580, -3.118, -0.995], [-1.086, -2.173, -2.001], [-1.925, -2.822, -2.954], [0.089, -1.525, -2.624], [-1.821, -1.118, -1.268], [-6.061, 0.900, 7.208], [-5.386, 0.536, 5.906], [-4.574, -0.583, 5.795], [-3.967, -0.950, 4.588], [-3.085, -2.173, 4.585], [-4.175, -0.188, 3.417], [-3.435, -0.684, 1.752], [-4.975, 0.978, 3.541], [-5.220, 1.884, 2.361], [-5.563, 1.305, 4.761], [-5.732, 0.241, 8.017], [-7.151, 0.818, 7.145], [-5.836, 1.928, 7.509], [-4.402, -1.200, 6.678], [-3.150, -2.696, 5.546], [-2.036, -1.902, 4.405], [-3.357, -2.852, 3.771], [-4.312, 2.023, 1.773], [-5.596, 2.855, 2.699], [-5.948, 1.446, 1.672], [-6.178, 2.205, 4.817]], "molar_mass_g_mol": 1095.02, "de_lowest_kj_mol": 134.14, "total_energy_ev": -165116.9703, "e_homo_ev": -2.835, "fmax_ha_per_bohr": 0.04181, "total_charge": -1, "orbital_gap_ev": 4.16}